Formula: C4H12NOS
Source: the OMol25 dataset
Level of theory: ωB97M-V with the def2-TZVPD basis set

Cartesian coordinates (Å):
C1 0.443 -0.798 -0.864
O1 1.051 -0.335 0.250
C2 1.123 -0.265 -2.140
N1 0.504 -0.747 -3.379
H1 0.403 -1.904 -0.988
H2 -0.648 -0.505 -0.943
H3 1.214 0.828 -2.077
H4 2.160 -0.622 -2.098
H5 -0.482 -0.520 -3.401
H6 0.927 -0.340 -4.197
C3 -0.408 -0.400 3.130
S1 -1.901 0.383 2.434
C4 -1.093 1.559 1.288
H7 -0.053 0.277 3.905
H8 0.284 -0.563 2.287
H9 -0.649 -1.375 3.553
H10 -1.879 1.949 0.643
H11 -0.684 2.406 1.843
H12 -0.313 0.971 0.753

Results
HOMO level: -2.9 eV
Energy: -18715.07835 eV
HOMO-LUMO gap: 0.234 Ha
Charge: -1

Charge distribution, natural (NBO) scheme, values in e: -0.02 -0.96 -0.24 -0.86 0.09 0.06 0.14 0.16 0.34 0.33 -0.76 0.09 -0.77 0.19 0.30 0.20 0.20 0.18 0.31


Formula: C4H12NS
Source: the OMol25 dataset
Level of theory: ωB97M-V with the def2-TZVPD basis set

Cartesian coordinates (Å):
C1 1.223 -0.295 1.335
N1 1.199 1.135 1.062
C2 2.517 1.602 0.678
C3 0.214 1.532 0.059
H1 1.888 -0.472 2.196
H2 1.640 -0.887 0.503
H3 0.210 -0.604 1.550
H4 2.634 2.684 0.847
H5 3.316 1.124 1.261
H6 2.764 1.443 -0.380
H7 0.176 2.638 0.030
H8 -0.761 1.189 0.393
H9 0.509 1.170 -0.927
C4 -2.867 -1.607 -1.271
S1 -1.134 -1.185 -0.881
H10 -3.337 -1.863 -0.321
H11 -3.438 -0.732 -1.635
H12 -2.966 -2.422 -1.992

Results
HOMO level: -2.1 eV
Energy: -16667.77516 eV
HOMO-LUMO gap: 0.221 Ha
Charge: -1

Charge distribution, natural (NBO) scheme, values in e: -0.41 -0.45 -0.41 -0.41 0.16 0.17 0.24 0.18 0.18 0.16 0.16 0.24 0.19 -0.74 -0.75 0.17 0.16 0.17


Formula: C4H12NS
Source: the OMol25 dataset
Level of theory: ωB97M-V with the def2-TZVPD basis set

Cartesian coordinates (Å):
C1 -1.186 -0.666 -0.059
C2 -0.320 0.216 -0.972
C3 0.414 1.292 -0.182
S1 1.554 0.802 1.049
C4 2.510 -0.537 0.279
N1 -2.358 -0.094 0.587
H1 -0.490 -1.274 0.611
H2 -1.639 -1.420 -0.736
H3 0.373 -0.315 -1.624
H4 -1.070 0.662 -1.594
H5 1.025 1.925 -0.803
H6 -0.424 1.837 0.346
H7 2.304 -1.561 0.670
H8 2.348 -0.551 -0.788
H9 3.585 -0.372 0.391
H10 -2.630 0.817 0.918
H11 -1.025 0.120 1.039
H12 -2.971 -0.881 0.869

Results
HOMO level: -12.8 eV
Energy: -16656.73465 eV
HOMO-LUMO gap: 0.284 Ha
Charge: +1

Charge distribution, natural (NBO) scheme, values in e: -0.47 -0.40 -0.58 0.29 -0.77 -0.80 0.26 0.31 0.26 0.24 0.26 0.21 0.24 0.22 0.26 0.46 0.58 0.45


Formula: C4H12NS
Source: the OMol25 dataset
Level of theory: ωB97M-V with the def2-TZVPD basis set

Cartesian coordinates (Å):
C1 1.421 -0.380 1.350
C2 1.917 0.210 -1.076
C3 0.871 0.224 0.068
C4 -0.319 -0.448 -0.444
N1 -2.815 0.875 0.085
S1 -0.859 -1.871 0.215
H1 2.294 0.175 1.682
H2 0.678 -0.350 2.144
H3 1.721 -1.415 1.193
H4 2.244 -0.808 -1.270
H5 1.516 0.638 -1.990
H6 2.777 0.799 -0.769
H7 0.614 1.282 0.226
H8 -0.803 -0.047 -1.319
H9 -2.734 1.862 -0.134
H10 -3.010 0.813 1.079
H11 -3.639 0.538 -0.401
H12 -1.875 -2.099 -0.638

Results
HOMO level (spin up / spin down): -11.9 / -15.0 eV
Energy: -16656.88124 eV
HOMO-LUMO gap (spin up / spin down): 0.313 / 0.207 Ha
2S+1: 3
Charge: +1

Charge distribution, natural (NBO) scheme, values in e: -0.62 -0.58 -0.30 -0.40 -0.86 0.63 0.25 0.21 0.21 0.21 0.22 0.23 0.24 0.24 0.40 0.39 0.39 0.14


Formula: C4H12NS2
Source: the OMol25 dataset
Level of theory: ωB97M-V with the def2-TZVPD basis set

Cartesian coordinates (Å):
C1 2.279 1.273 1.683
C2 2.568 0.241 -0.643
C3 -3.801 -0.997 -1.727
C4 -2.102 -1.055 0.364
N1 1.621 0.772 0.441
S1 -0.746 -1.122 1.352
S2 -2.265 -0.220 -1.074
H1 3.134 1.756 1.443
H2 1.701 1.811 2.340
H3 2.705 0.402 2.358
H4 2.187 0.528 -1.656
H5 3.547 0.660 -0.501
H6 2.345 -0.767 -0.585
H7 -4.227 -1.469 -0.921
H8 -3.597 -1.670 -2.486
H9 -4.413 -0.172 -1.951
H10 -3.024 -1.665 0.789
H11 0.864 0.171 0.859
H12 1.227 1.525 -0.084

Results
HOMO level: -12.6 eV
Energy: -27494.94891 eV
HOMO-LUMO gap: 0.319 Ha
Charge: +1

Charge distribution, natural (NBO) scheme, values in e: -0.42 -0.41 -0.68 -0.49 -0.56 -0.07 0.41 0.22 0.24 0.23 0.23 0.24 0.23 0.23 0.24 0.24 0.25 0.44 0.42


Formula: C4H12NS2
Source: the OMol25 dataset
Level of theory: ωB97M-V with the def2-TZVPD basis set

Cartesian coordinates (Å):
N1 -1.459 -1.336 0.783
C1 -0.262 -1.567 -0.165
C2 -0.920 -1.840 -1.501
C3 0.717 -0.402 -0.360
S1 1.256 0.322 1.169
S2 0.374 2.185 1.367
C4 1.537 3.580 0.954
H1 -2.071 -2.163 0.734
H2 -1.250 -0.952 1.701
H3 -2.048 -0.680 0.262
H4 0.246 -2.433 0.222
H5 -1.470 -2.791 -1.574
H6 -0.253 -1.896 -2.401
H7 -1.635 -1.086 -1.840
H8 1.627 -0.611 -0.928
H9 0.270 0.295 -1.135
H10 2.486 3.429 1.466
H11 0.957 4.442 1.302
H12 1.897 3.505 -0.055

Results
HOMO level: -12.4 eV
Energy: -27496.17594 eV
Structure (SMILES): CSSC[C@H](C)[NH3+]
HOMO-LUMO gap: 0.330 Ha
Charge: +1

Charge distribution, natural (NBO) scheme, values in e: -0.68 -0.05 -0.68 -0.63 0.11 0.06 -0.71 0.45 0.46 0.44 0.23 0.24 0.27 0.23 0.28 0.26 0.24 0.25 0.23


Formula: C4H12O
Source: the OMol25 dataset
Level of theory: ωB97M-V with the def2-TZVPD basis set

Cartesian coordinates (Å):
C1 1.891 0.298 -1.241
C2 1.401 1.735 -1.406
H1 1.047 -0.329 -1.024
H2 2.287 -0.022 -2.213
H3 2.669 0.189 -0.484
H4 1.085 2.162 -0.460
H5 0.538 1.765 -2.073
H6 2.149 2.355 -1.896
C3 -1.725 -1.338 1.557
C4 -0.638 -0.688 0.722
O1 -3.072 -0.944 1.234
H7 -1.809 -2.416 1.404
H8 -1.586 -1.158 2.631
H9 0.088 -1.444 0.422
H10 -3.312 -0.123 1.695
H11 -0.171 0.092 1.332
H12 -0.841 -0.134 -0.199

Results
HOMO level: -10.3 eV
Energy: -6389.30824 eV
Structure (SMILES): CCO.CC
HOMO-LUMO gap: 0.414 Ha
Charge: 0

Charge distribution, natural (NBO) scheme, values in e: -0.60 -0.61 0.20 0.20 0.20 0.20 0.20 0.20 -0.07 -0.66 -0.73 0.18 0.16 0.22 0.46 0.21 0.23


Formula: C4H12O
Source: the OMol25 dataset
Level of theory: ωB97M-V with the def2-TZVPD basis set

Cartesian coordinates (Å):
C1 -1.020 1.424 0.090
C2 -2.338 1.904 0.953
O1 0.244 1.602 0.686
H1 -1.179 0.342 -0.005
H2 -0.980 1.941 -0.823
H3 -2.449 1.292 1.887
H4 0.274 1.205 1.607
H5 -3.252 1.545 0.381
H6 -2.126 2.824 1.322
C3 1.001 -2.029 -1.123
C4 2.248 -1.431 -0.459
H7 0.872 -3.154 -0.899
H8 0.067 -1.793 -0.616
H9 0.905 -1.804 -2.076
H10 3.186 -1.967 -0.596
H11 2.482 -0.545 -1.019
H12 2.064 -1.354 0.691

Results
HOMO level (spin up / spin down): -14.4 / -14.3 eV
Energy: -6378.17337 eV
HOMO-LUMO gap (spin up / spin down): 0.388 / 0.152 Ha
2S+1: 2
Charge: +1

Charge distribution, natural (NBO) scheme, values in e: -0.08 -0.55 -0.28 0.31 0.24 0.24 0.52 0.30 0.25 -0.59 -0.63 0.23 0.18 0.21 0.24 0.21 0.20


In order of appearance, energy above the lowest of the compared OMol25 structures with the same formula, charge and spin = 1.676 1.129 4.925 0.000 2.034 0.807 0.813 1.280 eV.
In order of appearance, max |F| = 0.57 1.28 5.05 3.26 4.62 2.33 1.61 6.42 eV Å⁻¹.
In order of appearance, M = 122.213 106.214 106.214 106.214 138.281 138.281 76.139 76.139 Da.